#A
The following is a DFT calculation (ωB97M-V with the def2-TZVPD basis set) of an isolated molecule of C3H2Cl2N2.

Atoms and positions in Å:
Cl  -3.175  0.926  0.664
C  -2.047  -0.288  0.070
C  -0.914  -0.251  -0.423
N  0.100  -1.042  -0.681
N  1.280  -0.523  -0.410
C  1.423  0.571  0.323
Cl  2.712  1.610  0.748
H  0.200  -1.967  -0.979
H  0.420  0.964  0.688

## Properties
Total charge: 0
SMILES: ClC#CN/N=C/Cl
HOMO energy: -8.554 eV

---

#B
The following is a DFT calculation (ωB97M-V with the def2-TZVPD basis set) of an isolated molecule of C3H2Cl2N2.

Atoms and positions in Å:
Cl  1.985  1.899  3.186
C  1.179  1.245  1.879
N  0.686  1.808  0.836
C  0.138  0.832  0.057
C  0.284  -0.395  0.628
N  0.944  -0.216  1.803
Cl  1.433  -1.383  2.936
H  -0.317  1.092  -0.877
H  -0.032  -1.363  0.298

## Properties
Total charge: 0
SMILES: Clc1nccn1Cl
HOMO energy: -8.928 eV

---

#C
The following is a DFT calculation (ωB97M-V with the def2-TZVPD basis set) of an isolated molecule of C3H2Cl2N2.

Atoms and positions in Å:
Cl  2.763  -0.384  0.009
C  1.139  -0.055  0.005
C  0.097  -1.057  0.094
C  -0.946  -0.173  0.028
Cl  -2.646  -0.385  -0.004
N  -0.487  1.107  0.103
N  0.790  1.151  -0.030
H  0.204  -2.176  -0.102
H  -0.912  1.974  -0.104

## Properties
Total charge: 0
SMILES: Clc1cc(Cl)[nH]n1
HOMO energy: -9.431 eV

---

Energetically preferred structure: #C | next structure: +34.5 kJ/mol

---

#A
The following is a DFT calculation (ωB97M-V with the def2-TZVPD basis set) of an isolated molecule of C16H22N4O2S.

Atoms and positions in Å:
C  -2.712  1.176  -2.079
C  -3.447  -0.048  -1.545
C  -3.885  0.066  -0.077
C  -4.941  1.144  0.149
N  -2.752  0.320  0.791
C  -2.177  -0.623  1.549
O  -2.553  -1.773  1.637
C  -0.990  -0.120  2.369
S  0.284  0.677  1.320
C  0.475  -0.632  0.173
N  -0.208  -0.730  -0.919
N  0.210  -1.883  -1.499
C  1.173  -2.518  -0.759
O  1.758  -3.543  -0.998
N  1.324  -1.687  0.349
C  2.331  -1.862  1.360
C  3.714  -1.462  0.818
C  3.661  -0.056  0.291
C  3.785  1.027  1.152
C  3.651  2.320  0.680
C  3.384  2.545  -0.660
C  3.261  1.473  -1.526
C  3.400  0.180  -1.052
H  -1.760  1.300  -1.570
H  -2.506  1.043  -3.138
H  -3.305  2.080  -1.964
H  -2.788  -0.912  -1.631
H  -4.337  -0.238  -2.148
H  -4.285  -0.904  0.236
H  -5.277  1.128  1.183
H  -4.541  2.132  -0.066
H  -5.798  0.968  -0.495
H  -2.305  1.220  0.708
H  -0.544  -0.955  2.910
H  -1.306  0.647  3.075
H  -0.186  -2.188  -2.371
H  2.333  -2.914  1.656
H  2.065  -1.234  2.214
H  4.439  -1.549  1.628
H  3.987  -2.157  0.023
H  3.987  0.854  2.200
H  3.750  3.153  1.359
H  3.273  3.554  -1.028
H  3.054  1.641  -2.573
H  3.307  -0.656  -1.732

## Properties
Total charge: 0
SMILES: CC[C@H](C)NC(=O)CSc1n[nH]c(=O)n1CCc1ccccc1
HOMO energy: -8.808 eV

---

#B
The following is a DFT calculation (ωB97M-V with the def2-TZVPD basis set) of an isolated molecule of C16H22N4O2S.

Atoms and positions in Å:
C  2.083  3.826  0.756
O  1.778  3.746  -0.617
C  2.218  2.577  -1.268
C  1.166  1.456  -1.283
N  0.964  0.868  0.013
C  -0.082  0.997  0.879
C  -1.304  1.806  0.650
C  -2.452  0.938  0.186
C  -3.698  1.055  0.786
C  -4.759  0.274  0.364
C  -4.586  -0.638  -0.661
C  -3.345  -0.764  -1.261
C  -2.283  0.020  -0.843
N  0.142  0.286  1.954
N  1.325  -0.323  1.823
C  1.814  0.017  0.665
S  3.349  -0.530  0.020
C  2.770  -1.946  -1.015
C  1.274  -2.131  -0.845
O  0.510  -1.616  -1.648
N  0.862  -2.856  0.206
C  -0.557  -2.971  0.465
C  1.750  -3.392  1.214
H  1.805  4.831  1.068
H  3.155  3.676  0.931
H  1.524  3.101  1.356
H  2.410  2.865  -2.306
H  3.151  2.210  -0.822
H  1.481  0.669  -1.974
H  0.214  1.862  -1.632
H  -1.101  2.590  -0.084
H  -1.573  2.281  1.595
H  -3.839  1.762  1.591
H  -5.723  0.377  0.841
H  -5.413  -1.251  -0.990
H  -3.197  -1.475  -2.061
H  -1.322  -0.107  -1.318
H  3.355  -2.813  -0.721
H  2.978  -1.687  -2.053
H  -0.826  -2.388  1.350
H  -1.099  -2.581  -0.394
H  -0.822  -4.017  0.621
H  1.146  -3.876  1.977
H  2.429  -4.133  0.788
H  2.325  -2.597  1.695

## Properties
Total charge: 0
SMILES: COCCn1c(Cc2ccccc2)nnc1SCC(=O)N(C)C
HOMO energy: -9.049 eV

---

Energetically preferred structure: #A | next structure: +160.9 kJ/mol

---

#A
The following is a DFT calculation (ωB97M-V with the def2-TZVPD basis set) of a cluster of 2 separate species, C2ClF2N in total.

Atoms and positions in Å:
C  1.877  0.632  -0.225
C  -1.637  -0.639  0.626
N  2.086  1.782  -0.165
F  -2.802  -0.029  0.362
F  -1.104  -0.791  -0.524
Cl  1.580  -0.956  -0.075

## Properties
Total charge: 0
HOMO energy: -11.642 eV

---

#B
The following is a DFT calculation (ωB97M-V with the def2-TZVPD basis set) of an isolated molecule of C2ClF2N.

Atoms and positions in Å:
N  2.029  -0.944  -0.005
C  1.003  -0.381  -0.054
C  -0.369  0.277  -0.012
F  -0.519  1.081  -1.042
F  -0.493  0.952  1.131
Cl  -1.651  -0.984  -0.018

## Properties
Total charge: 0
SMILES: N#CC(F)(F)Cl
HOMO energy: -12.436 eV

---

Energetically preferred structure: #B | next structure: +242.7 kJ/mol

---

#A
The following is a DFT calculation (ωB97M-V with the def2-TZVPD basis set) of an isolated molecule of C3H2O3.

Atoms and positions in Å:
O  -1.737  -0.284  1.101
C  -0.897  0.528  0.811
C  -0.052  0.343  -0.450
O  -0.170  1.076  -1.402
C  0.948  -0.811  -0.467
O  1.224  -1.419  0.535
H  -0.732  1.460  1.384
H  1.422  -0.988  -1.451

## Properties
Total charge: 0
SMILES: O=CC(=O)C=O
HOMO energy: -10.070 eV

---

#B
The following is a DFT calculation (ωB97M-V with the def2-TZVPD basis set) of an isolated molecule of C3H2O3.

Atoms and positions in Å:
O  1.279  1.272  1.093
C  0.692  0.226  1.207
C  -0.013  -0.445  0.012
O  0.074  -1.651  -0.079
C  -0.731  0.221  -1.172
O  -1.256  1.304  -1.253
H  0.695  -0.370  2.145
H  -0.740  -0.556  -1.954

## Properties
Total charge: 0
SMILES: O=CC(=O)C=O
HOMO energy: -10.194 eV

---

Energetically preferred structure: #A | next structure: +10.0 kJ/mol

---

#A
The following is a DFT calculation (ωB97M-V with the def2-TZVPD basis set) of a cluster of 2 separate species, C5H14NP in total.

Atoms and positions in Å:
C  3.685  0.969  -1.093
P  2.178  0.615  0.000
C  0.916  0.927  -1.173
N  2.082  -1.000  0.052
H  3.675  0.198  -1.882
H  3.544  1.947  -1.515
H  4.504  0.928  -0.451
H  0.216  0.216  -0.760
H  0.511  1.906  -1.168
H  1.308  0.674  -2.162
H  2.824  -1.494  0.561
H  1.872  -1.460  -0.881
C  -2.678  -1.157  -0.041
C  -2.473  -0.711  1.179
C  -3.524  0.174  1.997
H  -2.021  -1.741  -0.605
H  -3.623  -1.128  -0.551
H  -1.593  -0.972  1.742
H  -3.728  -0.286  2.956
H  -3.210  1.217  2.410
H  -4.465  0.179  1.386

## Properties
Total charge: 0
SMILES: CP(C)N.C=CC
HOMO energy: -7.979 eV

---

#B
The following is a DFT calculation (ωB97M-V with the def2-TZVPD basis set) of a cluster of 2 separate species, C5H14NP in total.

Atoms and positions in Å:
C  0.110  1.743  1.442
P  -0.723  0.035  1.437
C  0.159  -0.864  2.769
N  -1.965  0.392  2.476
H  0.234  2.217  2.344
H  1.032  1.583  1.095
H  -0.467  2.354  0.849
H  -0.212  -0.601  3.702
H  -0.181  -1.864  2.565
H  1.198  -0.790  2.729
H  -2.192  -0.512  2.954
H  -2.911  0.718  2.208
C  1.623  0.284  -2.376
C  1.188  -0.804  -2.983
C  -0.283  -1.003  -3.343
H  1.057  1.218  -2.247
H  2.635  0.496  -2.233
H  1.863  -1.593  -3.126
H  -0.641  -1.951  -3.315
H  -0.933  -0.458  -2.671
H  -0.593  -0.601  -4.278

## Properties
Total charge: 0
SMILES: CP(C)N.C=CC
HOMO energy: -7.887 eV

---

Energetically preferred structure: #A | next structure: +36.6 kJ/mol

---

#A
The following is a DFT calculation (ωB97M-V with the def2-TZVPD basis set) of a cluster of 2 separate species, C6H7BrO4 in total.

Atoms and positions in Å:
C  1.597  -0.173  -0.098
C  0.822  0.110  1.014
C  1.197  0.323  -1.350
C  -0.531  0.641  0.829
C  0.072  1.202  -1.501
C  -1.354  -0.650  1.066
O  1.970  0.219  -2.437
O  -0.743  1.317  -0.390
O  -0.141  1.798  -2.519
O  -1.805  -0.754  2.391
Br  -0.072  -2.959  -1.056
H  2.561  -0.587  0.103
H  0.956  -0.440  1.875
H  -0.821  1.360  1.545
H  -0.707  -1.529  0.801
H  -2.104  -0.767  0.170
H  1.578  0.910  -3.006
H  -2.478  -0.021  2.563

## Properties
Total charge: 0
HOMO energy (spin up / spin down): -8.950 / -7.827 eV

---

#B
The following is a DFT calculation (ωB97M-V with the def2-TZVPD basis set) of a structure of composition C6H7BrO4.

Atoms and positions in Å:
C  -0.866  1.113  -1.429
C  0.253  0.590  -0.998
C  -1.956  1.388  -0.504
C  0.535  0.240  0.413
C  -1.612  1.021  0.873
C  1.003  -1.226  0.612
O  -2.998  2.025  -0.582
O  -0.484  0.620  1.370
O  -2.538  1.508  1.685
O  0.357  -2.161  -0.222
Br  -2.814  -1.076  -0.090
H  -1.119  1.153  -2.555
H  1.107  0.583  -1.784
H  1.424  0.840  0.693
H  0.674  -1.381  1.664
H  2.073  -1.406  0.773
H  -3.319  1.886  0.899
H  -0.526  -1.917  -0.348

## Properties
Total charge: 0
HOMO energy: -9.422 eV

---

Energetically preferred structure: #B | next structure: +75.6 kJ/mol